No. 1
86
Properties=species:S:1:pos:R:3 method="wB97M-V/def2-TZVPD" s_squared=0.856 charge=-2 spin_multiplicity=2 e_above_lowest_kj_mol=239.03 gap_ev="4.95 / 5.19" lumo_energy_ev="4.061 / 3.869"
Re -0.055 0.418 -0.052
C -4.779 -6.120 -0.543
C -3.647 -6.042 0.260
C -2.835 -4.914 0.220
C -3.154 -3.853 -0.625
C -4.286 -3.938 -1.429
C -5.097 -5.067 -1.390
C -2.268 -2.645 -0.669
C -1.395 -2.610 -1.683
C -1.307 -3.430 -2.885
C -0.425 -2.876 -3.729
C 0.114 -1.656 -3.129
N -0.432 -1.574 -1.826
C 0.846 -0.663 -3.658
C 1.118 0.648 -3.088
C 1.798 1.621 -3.839
C 1.734 2.813 -3.152
C 1.001 2.572 -1.976
C 0.584 3.613 -1.088
C 1.047 4.996 -1.405
C 2.403 5.322 -1.376
C 2.837 6.601 -1.697
C 1.921 7.589 -2.038
C 0.566 7.282 -2.054
C 0.136 5.998 -1.744
C -0.281 3.466 -0.035
N -0.811 2.269 0.357
C -1.737 2.542 1.343
C -2.591 1.624 1.861
C -3.631 2.119 2.824
C -4.809 2.680 2.333
C -5.804 3.117 3.199
C -5.631 2.994 4.573
C -4.458 2.442 5.069
C -3.461 2.007 4.202
C -2.703 0.260 1.465
C -3.682 -0.606 1.963
C -3.564 -1.789 1.259
C -2.514 -1.641 0.345
N -1.954 -0.382 0.485
C -1.699 3.963 1.652
C -0.806 4.524 0.825
N 0.643 1.230 -1.919
C 1.313 -0.884 -5.066
C 0.385 -0.923 -6.105
C 0.787 -1.160 -7.414
C 2.131 -1.354 -7.707
C 3.065 -1.308 -6.680
C 2.657 -1.078 -5.372
H -5.415 -6.998 -0.505
H -3.396 -6.862 0.922
H -1.942 -4.835 0.830
H -4.525 -3.110 -2.086
H -5.979 -5.121 -2.016
H -1.877 -4.331 -3.050
H -0.154 -3.242 -4.707
H 2.267 1.454 -4.794
H 2.128 3.765 -3.467
H 3.110 4.561 -1.065
H 3.897 6.829 -1.675
H 2.260 8.588 -2.287
H -0.160 8.045 -2.312
H -0.919 5.756 -1.776
H -4.935 2.768 1.259
H -6.717 3.544 2.800
H -6.410 3.325 5.251
H -4.319 2.339 6.139
H -2.537 1.580 4.571
H -4.383 -0.371 2.748
H -4.167 -2.676 1.372
H -2.270 4.437 2.436
H -0.482 5.553 0.806
H -0.662 -0.764 -5.878
H 0.048 -1.191 -8.207
H 2.447 -1.544 -8.727
H 4.117 -1.454 -6.897
H 3.387 -1.056 -4.571
Se 0.766 -0.367 2.210
Se 0.125 0.875 3.959
Se 2.563 3.054 1.726
Se 2.265 1.020 0.829
O 2.624 -2.658 0.442
Se 1.158 -3.177 0.044
O 1.071 -4.224 -1.176
O 0.580 -1.517 -0.817
O 0.128 -3.428 1.255

No. 2
11
Properties=species:S:1:pos:R:3 method="wB97M-V/def2-TZVPD" e_above_lowest_kj_mol=789.95 gap_ev="6.90 / 8.00" lumo_energy_ev="-0.648 / 0.199"
C -0.944 0.849 -0.593
C -0.443 0.776 0.807
C 0.434 -0.872 -1.032
N -0.304 0.021 -1.377
N 0.417 -0.349 0.953
O 0.619 -0.824 2.163
O 1.432 -1.471 -1.435
H -1.399 1.687 -1.091
H -0.207 1.812 1.072
H -1.277 0.783 1.596
H 1.672 -2.412 -1.065

No. 3
12
Properties=species:S:1:pos:R:3 method="wB97M-V/def2-TZVPD" smiles="C=CO.C=N" e_above_lowest_kj_mol=284.98 gap_ev=10.68 lumo_energy_ev=0.865
C 2.032 -0.149 -2.191
C 1.293 -0.874 -1.377
O 0.281 -0.224 -0.684
H 2.823 -0.567 -2.777
H 2.020 0.930 -2.278
H 1.296 -1.958 -1.385
H 0.453 -0.117 0.261
C -1.783 0.352 2.259
N -2.265 1.509 2.191
H -1.351 -0.139 3.129
H -1.946 -0.396 1.477
H -2.855 1.634 1.376

No. 4
7
Properties=species:S:1:pos:R:3 method="wB97M-V/def2-TZVPD" smiles="N=C=S.O=C=O" e_above_lowest_kj_mol=9.54 gap_ev=10.29 lumo_energy_ev=0.423
N -0.698 0.016 0.241
C -0.515 0.070 1.407
S -0.267 -0.077 2.956
H -0.264 0.687 -0.358
O 2.157 1.581 1.305
C 2.529 0.746 1.983
O 3.042 -0.033 2.625

No. 5
51
Properties=species:S:1:pos:R:3 method="wB97M-V/def2-TZVPD" charge=+1 gap_ev=9.48 lumo_energy_ev=-3.421
C 2.436 2.059 0.255
C 1.256 2.429 -0.566
C 0.610 3.730 -0.273
N 0.795 1.642 -1.502
P 0.035 0.281 -1.176
C -1.462 0.541 -0.252
C -1.771 -0.239 0.850
C -2.958 0.011 1.521
N -3.836 0.939 1.164
C -3.531 1.664 0.092
C -2.366 1.520 -0.640
H 2.789 2.910 0.823
H 3.223 1.649 -0.370
H 2.133 1.300 0.982
H 0.140 3.636 0.708
H -0.117 3.994 -1.031
H 1.363 4.512 -0.208
H -0.287 -0.323 -2.386
H 0.801 -0.637 -0.444
H -1.112 -1.023 1.191
H -3.204 -0.582 2.390
H -4.253 2.407 -0.213
H -2.176 2.160 -1.489
O 2.452 1.981 3.364
C 1.878 1.325 4.192
O 0.955 0.438 3.765
C 0.324 -0.510 4.641
C -0.875 0.080 5.351
C 2.109 1.520 5.669
H 1.052 -0.929 5.335
H 0.011 -1.323 3.988
H -0.593 0.908 6.000
H -1.365 -0.680 5.959
H -1.594 0.463 4.625
H 1.499 2.358 6.004
H 3.155 1.772 5.815
H 1.883 0.650 6.278
O 0.509 -2.894 -2.302
C 0.484 -2.908 -3.507
O -0.531 -2.277 -4.122
C -0.593 -2.100 -5.549
C -1.193 -3.302 -6.244
C 1.508 -3.663 -4.316
H 0.389 -1.840 -5.943
H -1.232 -1.230 -5.690
H -0.584 -4.195 -6.104
H -1.282 -3.112 -7.313
H -2.184 -3.513 -5.843
H 1.205 -4.708 -4.363
H 2.461 -3.602 -3.798
H 1.647 -3.288 -5.325

No. 6
12
Properties=species:S:1:pos:R:3 method="wB97M-V/def2-TZVPD" smiles="O=C[C@H]1CCO1" e_above_lowest_kj_mol=303.78 gap_ev=10.07 lumo_energy_ev=0.684
O -0.190 -2.123 -2.057
C -0.289 -1.388 -1.116
C 0.598 -0.007 -0.651
C -0.478 0.778 0.081
C 0.418 0.603 1.318
O 1.367 -0.167 0.547
H -1.258 -1.298 -0.373
H 1.200 0.353 -1.499
H -1.328 0.015 0.136
H -0.883 1.736 -0.256
H -0.035 -0.001 2.114
H 0.878 1.498 1.755

| no. | maximum force (eV/Å) |
| --- | --- |
| 1 | 1.2 |
| 2 | 5.6 |
| 3 | 1.8 |
| 4 | 3.0 |
| 5 | 1.2 |
| 6 | 2.6 |